{
  "formula": "C48H128O16",
  "method": "ωB97M-V with the def2-TZVPD basis set",
  "elements": ["H", "H", "C", "H", "H", "H", "H", "H", "H", "H", "H", "C", "O", "H", "H", "H", "H", "H", "H", "O", "C", "H", "C", "H", "C", "H", "H", "H", "H", "H", "C", "C", "H", "H", "H", "H", "C", "C", "C", "H", "H", "H", "C", "H", "C", "H", "H", "O", "C", "C", "H", "H", "H", "H", "H", "H", "H", "C", "C", "H", "H", "H", "H", "C", "H", "H", "H", "H", "O", "H", "H", "C", "H", "H", "C", "C", "H", "H", "C", "H", "H", "H", "H", "H", "H", "O", "H", "H", "H", "C", "H", "H", "H", "C", "C", "C", "C", "H", "H", "H", "H", "H", "O", "H", "H", "O", "O", "H", "H", "H", "H", "H", "O", "H", "C", "H", "H", "O", "H", "H", "H", "H", "C", "H", "H", "H", "O", "H", "H", "O", "H", "O", "C", "C", "H", "H", "H", "C", "O", "H", "C", "H", "C", "H", "C", "C", "H", "C", "C", "H", "H", "H", "H", "C", "H", "C", "C", "H", "H", "H", "H", "C", "H", "H", "O", "H", "H", "H", "H", "C", "H", "H", "H", "H", "C", "C", "C", "C", "H", "H", "H", "H", "H", "H", "C", "H", "H", "O", "C", "H", "H", "H"],
  "positions_angstrom": [[3.1846, 0.2617, 6.5644], [-0.1740, -3.9167, -3.0770], [2.1320, 2.5492, -5.4197], [0.6018, -3.8745, 3.0034], [-3.5122, -3.9853, -2.7883], [1.4096, 2.6463, -6.2302], [0.7652, -4.9052, -2.1049], [5.8169, -4.1780, 3.3843], [2.7273, -5.5583, 0.5512], [-3.5103, 7.7203, 2.0190], [-6.4015, -0.3675, -1.3822], [4.8385, 0.5541, 0.7650], [-6.8002, 0.2559, 1.2526], [-1.9270, 4.5586, -3.7799], [4.2527, -0.6716, 4.4622], [1.8643, 3.3479, -4.7281], [1.7913, -1.8634, -0.6958], [1.9924, 1.9956, 6.4516], [1.9636, 2.5806, 1.4591], [3.5910, 3.7771, 3.3211], [1.6057, -0.5137, 5.1573], [-8.5167, 2.2572, 0.8711], [2.7752, 0.4887, 5.5801], [5.3694, -8.2826, -0.4297], [4.5829, -8.8098, -0.9697], [7.4947, -0.4136, 1.1251], [-2.1066, 8.4544, 2.7977], [-1.3900, -0.2516, 0.5187], [0.5672, -5.4003, -3.7787], [6.0055, 1.8150, -0.4395], [1.2221, -1.3904, 0.1045], [0.7202, -4.5378, -3.1301], [-4.8449, 2.1793, -4.8048], [1.8388, -8.9139, -2.0625], [0.7595, 5.3062, 3.5727], [-4.3728, -0.8876, -4.6697], [-4.5189, 3.1851, -4.5401], [-2.4819, 5.0795, 2.1876], [-2.7357, -3.0989, -0.1462], [-8.3260, 2.3215, -0.8762], [8.3287, 0.6392, 0.0698], [3.3806, -0.3534, -3.7257], [-2.1157, -5.7441, 4.1277], [1.5638, -7.1661, -1.9000], [-1.0646, -5.2551, 3.1430], [1.7631, 4.4274, 4.7619], [3.0200, -3.0058, -4.9940], [3.9125, -6.4625, -1.4256], [0.5671, 5.9771, -2.2105], [-0.8513, 5.3921, -2.3285], [-2.8002, -6.3275, 3.5119], [-0.5047, -0.8043, -1.6403], [-3.0859, 2.0811, -3.8863], [-8.8918, 0.8109, -0.1787], [-0.6187, -1.3655, -5.6981], [-3.5416, -3.5337, 0.4450], [-0.7261, -3.2956, 4.0333], [2.0826, 1.1329, -4.8440], [-1.2222, -0.6328, -6.2338], [0.4543, -4.4647, 4.6004], [-2.2366, 5.2646, 6.2418], [-6.5560, 4.2226, -4.4711], [-3.3615, 3.2808, -6.3584], [-3.1867, -2.3770, -1.4199], [1.9875, -8.0198, -0.4776], [0.6271, 6.9609, -2.6759], [4.0620, -3.6929, 3.4487], [-1.6458, -6.4146, 4.8473], [-3.3018, 2.8204, 6.8477], [-4.9767, 0.5599, -0.8658], [-6.2239, 1.3008, -1.8356], [-4.2488, 3.8133, -6.0160], [3.0978, 2.8308, -5.8392], [-1.8728, 3.5699, -1.5164], [2.1645, -8.0069, -1.5530], [-2.4483, 7.5906, 2.2273], [5.0792, -6.7042, 0.9172], [-3.6904, -1.4468, -1.1571], [3.6911, -7.7695, -1.7980], [-0.6347, 1.3772, 0.4242], [0.6618, 3.6554, 1.6786], [-5.2484, 4.9245, -3.4784], [1.3535, 5.3619, -2.6476], [-2.5480, 5.1262, 8.0488], [-1.5892, 2.7679, 7.9137], [0.9008, 0.8681, -4.0442], [-1.6208, -4.9416, 2.2595], [-7.4176, 0.5743, 1.9151], [2.1412, -4.3084, -5.6203], [-0.1458, -4.1702, 3.7394], [3.9528, -9.2549, -0.1997], [-0.2199, 0.1161, 1.7021], [4.1461, 1.3716, 0.9657], [-5.6685, 4.0015, -3.8781], [0.6858, -0.1067, -0.2423], [-8.2440, 1.6703, -0.0060], [4.7827, -4.4755, 3.2115], [-2.9768, 0.5658, -6.0861], [-2.2251, -2.3784, 0.4927], [-1.2299, 6.1810, 3.2934], [2.7923, 4.9257, 1.7656], [2.1555, 0.4255, -5.6700], [-3.3553, 2.9704, -3.6450], [2.2563, 6.0175, 4.1499], [0.3141, -6.6761, 3.6445], [6.5085, 2.0051, 1.4588], [-1.2337, 5.2114, -3.6584], [-4.0955, 6.2339, 3.8091], [2.0034, -1.5044, 4.9374], [-2.0042, -3.8786, -0.3587], [3.1169, -6.5815, 2.0076], [-3.5174, 4.9446, 1.8749], [0.0777, -0.0496, -1.5268], [2.1646, -2.9339, -2.9645], [-0.4768, 0.3256, 0.6637], [3.7136, -4.6013, -3.8465], [-0.9687, 1.7561, 5.8001], [2.9217, -4.8260, -3.3525], [-0.7315, 4.3845, -0.3453], [0.7551, 6.1594, -1.1524], [1.8757, -1.2264, 0.9612], [-3.7605, 3.3491, 6.1907], [2.0570, -3.5052, -4.8883], [-6.2721, 2.1421, 0.5112], [-1.4871, 6.2075, -1.9833], [2.3631, -5.0034, 2.0957], [2.2614, 1.8115, 5.5487], [1.2313, -0.1222, 4.2115], [4.6734, -5.1922, 4.0255], [-2.0873, -1.8288, -2.0892], [3.2082, 3.1800, 3.9681], [5.3551, -6.1552, 1.6548], [3.3077, 0.7142, -3.9331], [-1.9375, 4.8302, 7.1957], [-3.8820, 4.8396, -6.0248], [-1.0602, 0.5674, -4.4824], [-2.6515, -4.9131, 4.5864], [-6.0553, 0.5998, -1.0181], [-0.1896, -6.4066, 2.8729], [0.4065, -2.0738, 0.3407], [1.7777, 5.0747, 3.8850], [-3.8223, -1.8014, -6.0795], [-2.2841, 6.2588, 3.0276], [0.0905, 3.1869, 6.2831], [-1.9414, 3.2270, 6.9900], [-2.4909, -0.2226, -5.5113], [6.2435, 2.9263, 1.4068], [2.4761, 4.3693, 2.6479], [-3.4960, -1.3022, -5.1671], [4.1068, 0.7816, -4.6713], [4.9826, -9.5782, -1.6314], [-1.9122, 5.1339, 1.2600], [1.0846, 1.0837, -3.1270], [4.5813, -5.0214, 1.7690], [-2.4689, -1.4094, -2.8638], [-0.8828, 2.8333, 5.9427], [3.1195, -5.5841, 1.5679], [-5.0956, 3.6860, -6.6904], [4.9570, 0.8213, 4.9609], [0.7925, -0.4907, 5.8828], [3.3943, -5.9287, -2.0323], [4.0191, 0.3809, 4.6224], [-0.8897, 5.0438, 7.4071], [-1.4991, -0.9628, -7.2351], [-1.9739, 0.3297, -4.3083], [-1.8923, 7.7147, 1.2980], [7.1773, -0.4168, -0.6756], [1.2003, -2.8938, -5.1719], [4.7674, -4.2815, 0.9905], [1.9912, -3.8833, -3.4712], [3.7480, 0.8474, 3.6753], [-0.2557, 3.4682, -1.7585], [4.3980, 0.0383, -0.0882], [-1.0903, 3.3130, 4.9862], [-6.8057, 1.2303, 0.2429], [7.3526, 0.1781, 0.2208], [1.5388, 3.2642, 2.1942], [-0.9847, 4.1885, -1.3872], [1.4248, 0.6935, -0.2818], [-4.5674, -2.7454, -3.0767], [-0.4532, 0.1305, -6.3522], [3.4497, 1.3993, -3.0972], [-4.8115, -3.8415, -1.7192], [-3.0275, -2.0932, -4.5815], [6.1651, 1.1543, 0.4126], [1.1049, 2.6205, 2.9593], [4.7805, -0.1039, 1.6321], [-3.1954, 6.2111, 4.1421], [-4.0715, -3.2303, -2.2359], [-5.9509, 3.4089, -3.0080], [-2.2291, 4.1192, 2.6369], [3.8944, -7.7215, -2.8678]],
  "forces_ev_per_a": [[-0.4267, -0.0810, 0.3122], [0.1295, 0.3463, -0.5843], [-0.2830, 0.1961, -0.0019], [-0.1472, 0.1715, -0.2009], [0.6215, -0.2308, 0.1806], [-0.0900, -0.1404, -0.0660], [0.2216, -0.3068, 0.1491], [0.0017, 0.6081, -0.3768], [0.6330, -0.4181, -0.1425], [-0.0697, 0.1295, -0.1680], [-0.2776, -0.0776, 0.5254], [-1.1919, -0.4612, -0.5954], [0.2319, -0.0174, 0.5266], [-0.2534, -0.4099, 0.4238], [-0.1577, -0.0894, -0.1626], [0.0078, -0.2521, 0.4229], [0.2111, 0.1732, -0.0645], [-0.1796, 0.3229, -0.0555], [0.4874, 0.0469, -0.0312], [1.2302, -0.0530, -1.3270], [1.5700, 1.3591, -0.0906], [-0.5368, -0.1166, 0.0154], [0.6536, -1.4465, -1.1314], [0.2572, -0.0181, -0.3892], [-1.2225, 1.3832, -0.7928], [-0.3681, -0.3255, -0.1261], [-0.2400, -0.1052, 0.4536], [0.0892, -0.0355, -0.5722], [-0.1230, 0.0589, -0.0755], [0.1532, -0.4482, -0.7099], [1.0477, -1.9303, 0.4917], [-1.5827, -0.5313, 1.4441], [-0.4243, -0.0950, 0.2649], [-0.2418, -0.1339, 0.2928], [-0.2716, 0.1245, 0.3717], [0.0920, -0.0176, 0.1317], [-0.6384, 0.9988, -1.7877], [-0.6740, -1.7684, -1.7330], [0.5918, 0.5725, -0.0212], [0.0716, 0.1066, 0.0017], [-0.2740, 0.6315, -0.0624], [-0.8305, 0.1024, 0.6303], [-0.0815, -0.0158, -0.6883], [0.1726, 0.0086, -0.4214], [1.8411, -0.9857, 2.3099], [0.0232, -0.1815, -0.3239], [-0.1027, 0.7708, -0.3940], [1.3844, 1.2220, 1.6275], [-0.4206, 0.2110, -0.2575], [-0.1597, 0.9664, 1.3345], [-0.2904, -0.1727, 0.3974], [-0.4574, -0.2566, -0.0843], [0.7323, -0.4483, 0.2103], [-0.0884, 0.0325, 0.2472], [-0.5958, -0.6282, 0.0922], [-0.1839, 0.1013, -0.2942], [0.0224, 0.1521, -0.0304], [0.8186, -0.7452, 2.2724], [-0.0899, -0.8808, -1.2128], [-0.3834, -0.5262, 0.1957], [-0.0983, 0.3189, 0.2009], [0.3628, -0.2330, -0.3271], [-0.1637, -0.3465, -0.5637], [-0.7357, 0.7404, 2.1163], [0.0139, -0.4214, 0.0488], [-0.1035, -0.0331, -0.2381], [0.2638, 0.3548, -0.2310], [-0.1826, 0.2419, 0.2691], [0.5886, -0.8610, -0.2510], [-0.0563, -0.0635, 0.2304], [0.1189, 0.0845, -0.1657], [1.6187, -0.7082, 1.9784], [0.1723, -0.3489, 0.0228], [-0.5974, 0.6502, 0.3087], [0.8495, -0.2822, -0.2509], [-0.1518, -0.0495, 0.6910], [-0.1808, 0.3069, -0.2585], [-0.9540, -0.3209, 0.7293], [-1.1422, -1.1532, 0.3355], [-0.3789, -0.0129, 0.5226], [-0.1276, 0.4001, -0.0648], [-0.0352, 0.1707, -0.1616], [-0.0853, -0.2467, 0.1020], [-0.1055, -0.0143, -0.2567], [-0.3451, -0.0380, 0.2208], [-0.0052, 0.3004, -1.7582], [0.8118, -0.0690, -0.4213], [-0.0086, -0.2173, 0.3648], [-0.4368, -0.5572, 0.3730], [-0.3907, 0.4398, -0.7718], [-0.0160, -0.2098, -0.1190], [0.0651, 0.6533, 0.3687], [0.0059, 0.1752, 0.1212], [1.4612, -1.0229, 1.0911], [-2.7946, 2.2919, -0.9775], [0.4747, 0.0043, -0.4540], [0.1927, -0.1076, -0.3746], [-0.2207, 0.1281, -0.1778], [0.0382, 0.0196, 0.1173], [-0.1924, 0.3686, 1.2266], [0.1767, 0.4806, 0.5418], [-0.6855, -0.1313, -0.0807], [-1.7819, 1.3302, -1.4350], [0.1516, -0.0805, 0.0099], [-0.2094, 0.4234, 0.3000], [1.3509, 0.6640, 1.9912], [0.7833, -0.3412, -0.9979], [-0.0281, 0.0291, -0.2723], [-0.1641, -0.1213, 0.4154], [-0.0428, -0.1511, -0.2412], [-0.1764, -0.0574, -0.2227], [-0.2994, 0.2423, -0.0895], [1.0279, 0.1721, -1.0296], [0.0975, -0.1159, 0.9559], [0.9688, -0.0272, 0.7532], [0.1815, 0.0155, 0.0523], [0.5558, -0.0484, -0.0425], [3.3951, -2.8453, 1.7166], [-0.2502, 0.2056, -0.1482], [0.1938, -0.2108, 0.0762], [0.0259, -0.5364, 0.2167], [0.2520, 0.2159, -0.1653], [-0.1787, 1.2057, -2.0537], [0.4745, -0.0379, 0.2396], [-0.2862, 0.1124, 0.5904], [0.0618, 0.1366, 0.3958], [0.2604, 0.1669, 0.2241], [-0.1663, 0.0431, -0.0622], [-0.4830, -0.7087, -0.4781], [1.1449, -0.8874, -0.8572], [0.0395, -0.2363, 0.2785], [2.3122, -0.9500, 0.0044], [-0.1258, 0.7208, -2.4061], [0.8178, -2.4960, -0.2298], [-0.5035, 0.2697, 0.3542], [0.5984, 0.3211, 0.5151], [-0.0269, -0.1310, 0.1812], [-0.7206, 1.3228, 0.6397], [-0.9789, 0.5320, -1.5727], [0.0380, -0.1842, 0.2830], [-0.3244, 1.0473, -2.1060], [-0.1946, 0.1008, -0.1176], [-0.0006, 1.3678, -0.6021], [-0.0351, -0.3413, 0.0076], [-0.0408, 2.6304, 0.7738], [1.4153, 0.4450, 0.3817], [-0.3671, -0.2516, -0.4160], [-1.0238, -1.4500, 3.2350], [0.4472, -0.2608, -0.7172], [0.7484, 0.6132, 0.3883], [0.0879, 0.0541, 0.2024], [0.1109, 0.1273, 0.0099], [-0.1596, -0.2061, 0.2640], [-2.8774, -0.7364, 0.9532], [0.5000, 0.5724, -0.3219], [-1.6441, 0.0954, -0.0945], [-0.2391, 1.4335, 0.6728], [0.0399, -0.1002, 0.2412], [-0.3394, 0.3684, 0.3594], [0.1294, -0.2593, 0.0258], [-0.0648, 0.5756, -0.1137], [-1.1918, -0.1470, 0.1609], [-0.0170, 0.5618, -0.0283], [0.3792, -0.3810, -0.1104], [-1.3181, 0.3970, 1.0242], [0.0190, -0.7679, -0.1390], [-0.0848, -0.4457, 0.2453], [0.3255, 0.4402, -0.1883], [0.3698, 0.2708, 0.1170], [-2.0681, 1.7512, -1.5227], [0.1215, -0.0937, -0.1687], [0.5792, -0.1540, 0.1518], [0.0438, -0.3392, -0.1213], [0.0295, 0.0648, -0.1546], [0.3595, -1.0202, -2.2039], [-0.5659, 0.3268, -0.2351], [-0.7936, -0.4192, -1.1117], [0.5886, -0.9882, -1.3507], [0.2857, -0.0725, 0.2517], [-0.2766, 0.5313, 0.3446], [-0.5854, 0.7902, -0.0635], [0.1268, -0.2829, 0.0832], [-0.0526, 0.5032, 0.4689], [-0.0102, 0.1094, 0.1539], [0.6850, 0.4669, -0.0610], [0.3755, 0.2170, 0.5778], [0.5383, -0.0393, 0.0041], [1.2439, 0.2534, 0.2300], [-0.5164, -1.4958, -1.9784], [-0.3965, 0.1554, 0.1655], [0.2260, 0.1439, 0.4335], [0.1439, -1.2522, -0.3177]],
  "mulliken_charge": [0.344, 0.075, -1.358, -0.037, 0.324, 0.334, 0.177, 0.402, 0.125, 0.392, 0.411, -0.468, -0.537, 0.259, 0.395, 0.166, -0.074, 0.269, -0.128, -0.609, -0.862, 0.439, 0.417, 0.337, -1.424, 0.343, 0.374, -0.022, 0.421, 0.208, -1.469, -1.082, 0.130, 0.388, -0.470, 0.325, 0.802, -0.796, -1.350, 0.327, 0.363, 0.101, -1.448, 0.163, 0.888, 0.058, 0.555, -0.438, -1.381, 0.530, 0.375, -0.301, 0.104, 0.354, 0.252, 0.526, 0.440, 0.629, -1.856, 0.402, 0.077, 0.386, 0.340, 1.479, 0.280, 0.413, 0.156, 0.348, -0.566, 0.114, 0.161, -1.527, 0.415, 0.405, -1.137, -1.460, 0.221, -0.435, 0.651, -0.019, -0.055, 0.321, 0.222, 0.314, 0.343, -0.346, -0.166, 0.325, 0.368, -0.996, 0.351, 0.123, -0.070, -1.183, 1.551, -1.460, -1.386, 0.038, 0.193, -0.350, 0.429, 0.361, -0.133, 0.364, 0.351, -0.583, -0.614, 0.358, 0.363, 0.302, 0.459, 0.500, 0.345, -0.529, -0.708, 0.307, 0.301, -0.503, -0.189, 0.319, 0.506, 0.321, -1.385, 0.040, 0.114, -0.376, -0.409, -0.101, 0.392, 0.327, 0.241, -0.649, -1.449, -0.915, 0.373, -0.189, 0.357, -0.917, -0.554, 0.151, 0.015, 0.415, 1.118, 0.074, 0.095, 1.256, 0.300, -0.067, -1.557, 0.557, 0.362, -0.120, -0.079, 0.866, -0.669, -0.192, -0.378, 0.407, 0.372, 0.332, 0.203, -0.978, 0.364, 0.518, 0.527, 0.293, 0.336, -0.127, 0.178, 1.664, -0.049, 0.142, 0.311, -0.219, 0.674, -1.392, 0.098, -0.373, 0.013, 0.348, 0.378, 0.459, 0.409, 0.293, 0.387, 0.095, 0.267, -0.519, -1.730, 0.107, 0.206, 0.381],
  "homo_lumo_gap_ev": 9.76,
  "lumo_energy_ev": 0.346,
  "e_above_lowest_ev": 7.333,
  "e_tot_ev": -84606.7069
}